(1)
C2H6NOPS2 | wB97M-V/def2-TZVPD

Computed properties:
* LUMO level (spin up / spin down): -2.0262 / -2.0262 eV
* HOMO-LUMO gap (spin up / spin down): 6.39 / 6.39 eV
* DFT total energy: -36666.455 eV
* relative energy (zero: lowest compared OMol25 entry of this formula, charge and spin): 68.2 kcal/mol
* maximum force: 2.3 eV/A
* HOMO energy (spin up / spin down): -8.42 / -8.42 eV
* charge: 0

Last column: Löwdin charge in e.
Element x y z (Å)
C (0.950, 1.250, -0.188)  -0.553
C (1.141, -0.156, -0.846)  -0.506
N (-2.497, -1.266, 1.208)  -0.203
O (0.643, 1.240, 1.098)  -0.205
P (-1.756, -0.141, 0.251)  0.159
S (-3.001, 1.024, -0.668)  0.228
S (-0.296, -1.273, -0.751)  0.627
H (1.943, 1.718, -0.335)  0.122
H (0.224, 1.823, -0.813)  0.090
H (1.368, -0.031, -1.905)  0.065
H (1.950, -0.695, -0.347)  0.066
H (-3.425, -1.045, 1.543)  0.053
H (-1.934, -1.837, 1.824)  0.058

Forces on atoms 1 to 3 (eV/Å):
C 0.05 0.07 -0.95
C 0.13 0.17 0.04
N 0.42 0.51 0.07



(2)
C2H4N2 | wB97M-V/def2-TZVPD

Computed properties:
* LUMO level: -0.3118 eV
* HOMO-LUMO gap: 9.74 eV
* DFT total energy: -5116.162 eV
* relative energy (zero: lowest compared OMol25 entry of this formula, charge and spin): 64.5 kcal/mol
* maximum force: 1.5 eV/A
* HOMO energy: -10.05 eV
* charge: 0

Last column: Löwdin charge in e.
Element x y z (Å)
N (-0.854, -0.481, 0.255)  0.036
C (-0.269, 0.717, 0.125)  -0.099
C (1.645, 0.030, -0.266)  -0.228
N (1.720, -0.891, -0.989)  -0.065
H (-0.394, -1.169, -0.332)  0.078
H (-1.146, -0.804, 1.166)  0.112
H (-0.540, 1.452, 0.895)  0.105
H (-0.116, 1.110, -0.862)  0.063

Forces on atoms 1 to 3 (eV/Å):
N -0.01 0.02 -0.10
C 0.36 -0.25 -0.11
C -0.94 -0.61 -0.28



What is the maximum force in the second record? 1.5 eV/A



Repeat the second record exactly.
C2H4N2 | wB97M-V/def2-TZVPD

Computed properties:
* LUMO level: -0.3118 eV
* HOMO-LUMO gap: 9.74 eV
* DFT total energy: -5116.162 eV
* relative energy (zero: lowest compared OMol25 entry of this formula, charge and spin): 64.5 kcal/mol
* maximum force: 1.5 eV/A
* HOMO energy: -10.05 eV
* charge: 0

Last column: Löwdin charge in e.
Element x y z (Å)
N (-0.854, -0.481, 0.255)  0.036
C (-0.269, 0.717, 0.125)  -0.099
C (1.645, 0.030, -0.266)  -0.228
N (1.720, -0.891, -0.989)  -0.065
H (-0.394, -1.169, -0.332)  0.078
H (-1.146, -0.804, 1.166)  0.112
H (-0.540, 1.452, 0.895)  0.105
H (-0.116, 1.110, -0.862)  0.063

Forces on atoms 1 to 3 (eV/Å):
N -0.01 0.02 -0.10
C 0.36 -0.25 -0.11
C -0.94 -0.61 -0.28



Which of these has the highest relative energy (zero: lowest compared OMol25 entry of this formula, charge and spin)? C2H6NOPS2